Entry 1:
Here is a molecular structure, C21H23Br12F5NO4P from the Open Molecules 2025 dataset. Energies are from ωB97M-V with the def2-TZVPD basis set.

Element x y z (Å)
C: -2.2573 1.6623 1.1220
C: -2.1872 1.9285 -0.3502
O: -1.6763 2.9144 -0.8147
O: -2.7761 0.9686 -1.0893
C: -2.6555 1.1332 -2.5106
C: -1.2681 0.8066 -3.0531
C: -0.9297 -0.6848 -3.0856
C: -0.7853 -1.3472 -1.7257
C: -1.1175 -2.8666 -1.6133
P: -0.8574 -3.9289 -3.0881
N: 0.3958 -3.5327 -3.9527
O: -0.3210 -3.4062 -0.5348
C: 0.2547 -2.3110 0.0790
O: 0.3079 -2.1741 1.2563
C: 0.6426 -1.4178 -1.0859
C: 1.4058 -0.1387 -0.8438
F: 0.6421 0.7287 -0.1121
F: 1.5628 0.4580 -2.0735
C: 2.7838 -0.2932 -0.2389
C: 3.9122 -0.0043 -0.9997
C: 5.1813 -0.1149 -0.4481
C: 5.3597 -0.5327 0.8603
C: 4.2291 -0.8150 1.6160
C: 4.3918 -1.2716 3.0403
F: 3.2786 -1.0996 3.7697
F: 4.6755 -2.5927 3.0818
F: 5.3909 -0.6291 3.6673
C: 2.9562 -0.6917 1.0818
H: -2.7321 2.5110 1.6119
H: -2.8308 0.7690 1.3636
H: -1.2583 1.5578 1.5414
H: -3.3908 0.4630 -2.9569
H: -2.8955 2.1517 -2.8033
H: -0.5389 1.4092 -2.5174
H: -1.2491 1.1619 -4.0875
H: -1.7396 -1.1796 -3.6376
H: -0.0286 -0.8768 -3.6644
H: -1.4090 -0.9285 -0.9334
H: -2.1694 -2.9759 -1.3218
H: -2.0712 -3.8522 -3.7986
H: -0.7241 -5.2097 -2.5203
H: 0.1269 -3.3028 -4.9017
H: 1.1773 -2.0959 -1.7593
H: 3.8374 0.3342 -2.0222
H: 6.0464 0.1326 -1.0510
H: 6.3583 -0.6398 1.2670
H: 2.1090 -0.8979 1.7184
C: -6.2581 3.2317 -3.7474
Br: -4.6682 2.8886 -4.7725
Br: -7.5404 1.8116 -3.9358
Br: -5.8352 3.5719 -1.9020
H: -6.7100 4.1278 -4.1465
C: 9.2440 -2.0987 -0.6624
Br: 8.6390 -1.0679 0.8482
Br: 8.2384 -3.7249 -0.8439
Br: 9.2104 -1.0552 -2.2769
H: 10.2724 -2.3706 -0.4750
C: -3.2462 4.4472 4.7536
Br: -3.9249 4.7575 2.9825
Br: -2.6992 2.6143 4.9805
Br: -1.8328 5.6675 5.2007
H: -4.0576 4.6270 5.4440
C: -5.0951 0.7230 7.3870
Br: -5.5239 1.1133 9.2205
Br: -4.6711 -1.1342 7.1327
Br: -6.4889 1.3008 6.1946
H: -4.2099 1.2901 7.1368

Highest occupied orbital energy   -8.9944 eV
E_tot   -895214.866 eV


Entry 2:
Here is a molecular structure, C30H33ClGeN3O3S2Sc from the Open Molecules 2025 dataset. Energies are from ωB97M-V with the def2-TZVPD basis set.

Element x y z (Å)
Sc: 0.6627 -0.1607 -0.2199
C: 4.3136 -0.8886 1.2067
C: 4.0920 0.3266 1.8369
C: 3.4622 0.3607 3.0746
C: 3.0444 -0.8170 3.6766
C: 3.2658 -2.0357 3.0464
C: 3.9062 -2.0708 1.8156
H: 4.8025 -0.9157 0.2419
H: 4.3939 1.2479 1.3562
H: 3.2785 1.3119 3.5576
H: 2.5452 -0.7873 4.6370
H: 2.9450 -2.9556 3.5192
H: 4.1021 -3.0222 1.3344
C: -4.3865 2.3355 0.8786
C: -4.8149 1.0089 0.8711
C: -3.9652 0.0000 0.4641
C: -2.6748 0.3347 0.0467
C: -2.2430 1.6558 0.0542
C: -3.1023 2.6599 0.4731
N: -1.6994 -0.6476 -0.2941
N: -2.0996 -1.8215 -0.2582
C: -1.0976 -2.8063 -0.3847
C: -1.5179 -4.1138 -0.5430
C: -0.5555 -5.1115 -0.5715
C: 0.7722 -4.7579 -0.4220
C: 1.0994 -3.4178 -0.2826
N: 0.1878 -2.4490 -0.2686
H: -5.0589 3.1152 1.2123
H: -5.8162 0.7638 1.2000
H: -4.2787 -1.0324 0.4773
H: -1.2303 1.8847 -0.2581
H: -2.7569 3.6858 0.4851
H: -2.5754 -4.3172 -0.6250
H: -0.8411 -6.1470 -0.6973
H: 1.5568 -5.5009 -0.4231
H: 2.1262 -3.1034 -0.1707
C: 3.0874 -0.7945 -4.7038
Ge: 1.6277 -1.0502 -3.4191
C: 0.0313 -0.1203 -4.0697
C: 1.1546 -2.9697 -3.5214
C: 2.2656 -0.7130 -1.6051
H: 2.7609 -1.0598 -5.7109
H: 3.9454 -1.4146 -4.4423
H: 3.4059 0.2490 -4.7067
H: -0.3025 -0.6115 -4.9864
H: 0.2411 0.9272 -4.2773
H: -0.7868 -0.1471 -3.3457
H: 1.0314 -3.2530 -4.5690
H: 0.2098 -3.1775 -3.0130
H: 1.9278 -3.6084 -3.0919
H: 2.9522 0.1442 -1.6556
H: 2.8926 -1.5802 -1.3712
C: -2.5647 3.1982 -3.2350
O: -1.3890 2.5199 -2.7948
C: -0.4847 3.1970 -2.0638
S: -0.6805 4.7837 -1.6435
S: 0.8888 2.2426 -1.6652
H: -3.1202 2.4568 -3.8041
H: -2.3030 4.0518 -3.8580
H: -3.1474 3.5532 -2.3854
Cl: -2.7174 4.4164 5.8111
C: -1.8500 3.3605 4.7411
C: -0.9623 3.9052 3.8261
C: -0.2786 3.0595 2.9692
C: -0.4931 1.6865 3.0328
C: -1.3873 1.1548 3.9550
C: -2.0687 1.9922 4.8204
C: 0.1676 0.8023 2.0460
O: -0.1955 -0.4086 1.9135
O: 1.0296 1.2826 1.2482
H: -0.8183 4.9758 3.7834
H: 0.4042 3.4541 2.2269
H: -1.5484 0.0853 3.9739
H: -2.7679 1.5982 5.5445

Energy relative to the best compared isomer or geometry (same formula, charge and spin)   14.4 kcal/mol
Highest occupied orbital energy   -7.2395 eV
E_tot   -153669.933 eV


Entry 3:
Here is a molecular structure, C15H31BrP2Pt from the Open Molecules 2025 dataset. Energies are from ωB97M-V with the def2-TZVPD basis set.

Element x y z (Å)
P: -0.0696 2.2001 -0.4263
P: 1.0956 -1.5266 -0.5170
C: 1.7572 1.2654 -0.6312
C: 1.9964 -0.0679 -1.2182
H: 2.2635 1.3848 0.3328
H: 2.2436 1.9669 -1.3100
H: 1.7641 -0.1536 -2.3008
H: 3.0620 -0.3437 -1.1515
C: 2.7625 -2.4490 0.1139
H: 2.4973 -3.3001 0.7792
H: 3.3868 -1.7094 0.6379
H: 3.3614 -2.8522 -0.7200
C: 1.1151 -3.2792 -1.4225
H: 2.0194 -3.3943 -2.0355
H: 0.2828 -3.4198 -2.1300
H: 1.0790 -4.1441 -0.7271
C: 0.6710 3.5855 0.6556
H: 0.0353 4.6949 0.7158
H: 1.4017 3.9294 -0.0224
H: 0.9625 3.1588 1.6157
C: -0.0902 2.6588 -2.1550
H: -0.3499 1.8162 -2.7943
H: 0.8915 3.0249 -2.4529
H: -0.8284 3.4415 -2.2895
Pt: -1.4484 3.7039 0.8363
C: 0.0273 -2.7452 1.2159
C: 0.8503 -1.5600 1.3830
C: 0.0817 -0.2679 1.7298
C: -1.1099 0.1017 0.7981
C: -0.9212 -0.0748 -0.6736
C: -0.5754 -1.4024 -1.1535
C: -1.6838 -2.2937 -0.6337
C: -1.3708 -2.7372 0.8186
C: -3.4048 3.5639 1.0873
H: 0.3880 -3.6975 1.5940
H: 1.7520 -1.5877 2.0375
H: 0.7553 0.6004 1.7840
H: -0.3382 -0.3662 2.7352
H: -2.0194 -0.3723 1.1791
H: -1.4280 1.1509 1.0986
H: -1.7312 0.4195 -1.2496
H: -0.4671 -1.4315 -2.2384
H: -1.7998 -3.1476 -1.3118
H: -2.6239 -1.7288 -0.6435
H: -2.0218 -2.2432 1.5576
H: -1.7320 -3.7687 0.8254
H: -3.4150 2.4274 1.1047
H: -4.1031 3.8973 0.3052
H: -3.6854 3.9636 2.0600
Br: -1.2860 3.1090 3.2070

Energy relative to the best compared isomer or geometry (same formula, charge and spin)   130.8 kcal/mol
Highest occupied orbital energy (spin up / spin down)   -6.3094 / -7.2126 eV
⟨S²⟩   2.344
E_tot   -107913.724 eV
Multiplicity   3


Entry 4:
Here is a molecular structure, ClHN2O4S from the Open Molecules 2025 dataset. Energies are from ωB97M-V with the def2-TZVPD basis set.

Element x y z (Å)
N: 1.1262 0.0960 -0.5553
N: -1.0923 1.0576 0.1159
O: -1.9721 0.8428 -0.5850
O: -0.5980 1.9759 0.6541
O: 0.6836 -0.3254 1.9532
O: -0.5019 -2.7261 0.0948
S: 0.0661 -0.4764 0.7117
Cl: 0.2845 -0.1112 -2.0156
H: 2.0039 -0.3332 -0.3738

Energy relative to the best compared isomer or geometry (same formula, charge and spin)   155.5 kcal/mol
Highest occupied orbital energy (spin up / spin down)   -10.5360 / -10.5531 eV
E_tot   -34532.371 eV


Entry 5:
Here is 4 unconnected molecules or ions with the total composition C19H47BClO10PS3 from the Open Molecules 2025 dataset. Energies are from ωB97M-V with the def2-TZVPD basis set.

Element x y z (Å)
C: 6.0554 2.1381 0.0867
C: 4.9131 1.2141 -0.4715
O: 4.1818 0.5922 0.5779
C: 4.4477 -0.7945 0.6668
C: 3.7010 -1.6744 -0.3921
C: 2.4386 -1.0106 -1.0230
C: 1.2099 -2.0085 -1.0356
C: 0.1009 -1.5953 0.0123
B: -1.1854 -0.9160 -0.6733
Cl: -1.0493 0.0681 -2.2010
P: -2.8942 -1.1446 0.1606
C: -2.5460 -0.8226 2.0001
C: -4.1012 0.1511 -0.4484
C: -3.7179 1.6196 -0.0470
H: 6.9970 1.5657 0.1814
H: 6.2277 2.9106 -0.6842
H: 5.7676 2.5781 1.0534
H: 4.2092 1.8958 -0.9919
H: 5.3117 0.4643 -1.1784
H: 5.5332 -1.0144 0.5651
H: 4.1021 -1.1235 1.6639
H: 4.3725 -1.9808 -1.2209
H: 3.4158 -2.6218 0.1079
H: 2.1093 -0.0858 -0.5212
H: 2.6198 -0.7555 -2.0869
H: 1.5308 -3.0326 -0.7540
H: 0.8150 -2.0862 -2.0658
H: -0.2376 -2.5086 0.5400
H: 0.5600 -0.8978 0.7467
H: -3.5073 -0.9431 2.5274
H: -1.8171 -1.5858 2.3096
H: -2.1701 0.2066 2.1225
H: -4.2914 0.1016 -1.5338
H: -5.0780 -0.0577 0.0375
H: -3.5365 1.7042 1.0431
H: -4.6109 2.2441 -0.2490
H: -2.8241 1.9805 -0.5844
C: -10.9912 0.7830 0.3946
C: -10.1453 2.0423 0.3722
O: -9.4859 2.2672 1.6257
S: -8.1646 1.4097 1.9514
C: -7.6109 2.3766 3.3224
O: -7.2359 1.5587 0.8653
O: -8.5565 0.1138 2.4275
H: -10.3676 -0.1089 0.4649
H: -11.5882 0.7081 -0.5153
H: -11.6576 0.7818 1.2581
H: -9.4181 2.0158 -0.4427
H: -10.7863 2.9079 0.2042
H: -7.3684 3.3766 2.9714
H: -6.7242 1.8939 3.7287
H: -8.3982 2.4057 4.0720
C: 1.7561 5.4878 -6.7790
C: 1.7729 5.5362 -5.2625
O: 0.9748 4.4963 -4.6851
S: 1.5936 3.0096 -4.6245
C: 0.4179 2.3228 -3.4992
O: 2.8797 3.0722 -3.9862
O: 1.4271 2.3895 -5.9089
H: 2.2696 4.6002 -7.1499
H: 2.2532 6.3657 -7.1946
H: 0.7317 5.4496 -7.1519
H: 2.7943 5.4928 -4.8768
H: 1.3402 6.4781 -4.9242
H: 0.5066 2.8351 -2.5443
H: 0.6523 1.2727 -3.3849
H: -0.5793 2.4426 -3.9162
C: 7.3024 -5.6173 2.5610
C: 6.4028 -6.3474 3.5406
O: 5.5810 -5.4424 4.2898
S: 4.2750 -4.8355 3.5729
C: 3.5048 -4.1977 5.0294
O: 3.4828 -5.9164 3.0571
O: 4.6723 -3.7354 2.7402
H: 6.7211 -5.1541 1.7629
H: 8.0119 -6.3095 2.1056
H: 7.8544 -4.8221 3.0639
H: 5.7858 -7.0917 3.0318
H: 7.0147 -6.8794 4.2692
H: 3.2563 -5.0273 5.6865
H: 2.6007 -3.6759 4.7218
H: 4.1897 -3.5062 5.5147

Highest occupied orbital energy   -8.0937 eV
E_tot   -95932.288 eV


Entry 6:
Here is a molecular structure, C21H25AsIrO8S from the Open Molecules 2025 dataset. Energies are from ωB97M-V with the def2-TZVPD basis set.

Element x y z (Å)
Ir: 0.5962 -0.3643 1.3112
O: 0.7130 -0.1590 5.3696
C: 0.8317 -0.0234 4.0879
O: 0.1604 -0.6728 3.2796
C: 1.8551 0.9979 3.6684
O: 1.7287 1.2850 2.2637
C: 3.0226 1.1689 1.6022
C: 3.4023 -0.3018 1.4287
O: 4.5424 -0.6286 1.2807
O: 2.4015 -1.1872 1.4476
H: 0.0750 -0.8610 5.5965
H: 2.8274 0.5427 3.8805
H: 1.7642 1.9118 4.2541
H: 3.7825 1.6679 2.2007
H: 2.9304 1.6755 0.6432
O: -0.9538 1.1701 0.8243
C: -1.2785 1.2960 -0.5422
C: 0.1443 0.3444 -1.4647
O: -0.0223 0.2533 -2.6228
O: 1.0189 0.0134 -0.6337
C: -2.5390 0.5718 -0.8201
C: -2.8625 0.0113 -2.0652
C: -4.1149 -0.5349 -2.2743
C: -5.0573 -0.5455 -1.2543
C: -4.7434 -0.0069 -0.0122
C: -3.4939 0.5349 0.2119
C: -0.9468 2.6160 -1.0912
C: -1.5806 3.0625 -2.2603
C: -1.2879 4.3102 -2.7727
C: -0.3597 5.1277 -2.1370
C: 0.2943 4.6886 -0.9891
C: 0.0189 3.4362 -0.4788
H: -0.6758 2.0303 1.1748
H: -2.1425 -0.0093 -2.8663
H: -4.3538 -0.9637 -3.2378
H: -6.0345 -0.9770 -1.4241
H: -5.4802 -0.0021 0.7791
H: -3.2672 0.9664 1.1756
H: -2.3207 2.4414 -2.7444
H: -1.7917 4.6565 -3.6644
H: -0.1410 6.1089 -2.5360
H: 1.0257 5.3216 -0.5061
H: 0.5877 3.1066 0.3866
C: 2.0383 -2.6168 -1.8460
As: 1.2890 -3.5159 -0.3270
C: 2.7214 -4.2199 0.7399
C: 0.2531 -5.0060 -0.9529
S: -0.2602 -2.4074 0.7449
H: 2.5675 -3.3661 -2.4345
H: 2.7331 -1.8536 -1.5060
H: 1.2398 -2.1739 -2.4362
H: 3.4081 -4.7204 0.0563
H: 2.3134 -4.9436 1.4423
H: 3.2214 -3.4079 1.2541
H: 0.8947 -5.6440 -1.5596
H: -0.5792 -4.6377 -1.5477
H: -0.1160 -5.5674 -0.0971

Charge   +2
Energy relative to the best compared isomer or geometry (same formula, charge and spin)   0.0 kcal/mol
Highest occupied orbital energy (spin up / spin down)   -14.3286 / -14.5565 eV
⟨S²⟩   0.767
E_tot   -113059.831 eV
Multiplicity   2


Repeat the sixth record exactly.
Here is a molecular structure, C21H25AsIrO8S from the Open Molecules 2025 dataset. Energies are from ωB97M-V with the def2-TZVPD basis set.

Element x y z (Å)
Ir: 0.5962 -0.3643 1.3112
O: 0.7130 -0.1590 5.3696
C: 0.8317 -0.0234 4.0879
O: 0.1604 -0.6728 3.2796
C: 1.8551 0.9979 3.6684
O: 1.7287 1.2850 2.2637
C: 3.0226 1.1689 1.6022
C: 3.4023 -0.3018 1.4287
O: 4.5424 -0.6286 1.2807
O: 2.4015 -1.1872 1.4476
H: 0.0750 -0.8610 5.5965
H: 2.8274 0.5427 3.8805
H: 1.7642 1.9118 4.2541
H: 3.7825 1.6679 2.2007
H: 2.9304 1.6755 0.6432
O: -0.9538 1.1701 0.8243
C: -1.2785 1.2960 -0.5422
C: 0.1443 0.3444 -1.4647
O: -0.0223 0.2533 -2.6228
O: 1.0189 0.0134 -0.6337
C: -2.5390 0.5718 -0.8201
C: -2.8625 0.0113 -2.0652
C: -4.1149 -0.5349 -2.2743
C: -5.0573 -0.5455 -1.2543
C: -4.7434 -0.0069 -0.0122
C: -3.4939 0.5349 0.2119
C: -0.9468 2.6160 -1.0912
C: -1.5806 3.0625 -2.2603
C: -1.2879 4.3102 -2.7727
C: -0.3597 5.1277 -2.1370
C: 0.2943 4.6886 -0.9891
C: 0.0189 3.4362 -0.4788
H: -0.6758 2.0303 1.1748
H: -2.1425 -0.0093 -2.8663
H: -4.3538 -0.9637 -3.2378
H: -6.0345 -0.9770 -1.4241
H: -5.4802 -0.0021 0.7791
H: -3.2672 0.9664 1.1756
H: -2.3207 2.4414 -2.7444
H: -1.7917 4.6565 -3.6644
H: -0.1410 6.1089 -2.5360
H: 1.0257 5.3216 -0.5061
H: 0.5877 3.1066 0.3866
C: 2.0383 -2.6168 -1.8460
As: 1.2890 -3.5159 -0.3270
C: 2.7214 -4.2199 0.7399
C: 0.2531 -5.0060 -0.9529
S: -0.2602 -2.4074 0.7449
H: 2.5675 -3.3661 -2.4345
H: 2.7331 -1.8536 -1.5060
H: 1.2398 -2.1739 -2.4362
H: 3.4081 -4.7204 0.0563
H: 2.3134 -4.9436 1.4423
H: 3.2214 -3.4079 1.2541
H: 0.8947 -5.6440 -1.5596
H: -0.5792 -4.6377 -1.5477
H: -0.1160 -5.5674 -0.0971

Charge   +2
Energy relative to the best compared isomer or geometry (same formula, charge and spin)   0.0 kcal/mol
Highest occupied orbital energy (spin up / spin down)   -14.3286 / -14.5565 eV
⟨S²⟩   0.767
E_tot   -113059.831 eV
Multiplicity   2


Which formula does entry 1 have? C21H23Br12F5NO4P